A 2-piece molecular cluster, C2H2Cl3NO3 overall in a non-equilibrium geometry. Source: the Open Molecules 2025 dataset; level of theory: wB97M-V/def2-TZVPD.

Energy relative to the best compared isomer or geometry (same formula, charge and spin) in eV: 2.309
Kohn-Sham gap (alpha / beta) in eV: 7.635 / 7.536
DFT total energy in eV: -47300.43217

CARTESIAN COORDINATES (ANGSTROEM)
C 0.062 0.195 -0.019
C -1.124 1.276 1.758
N -0.179 1.204 -0.971
O 0.459 2.183 -1.014
O -1.134 0.915 -1.687
O -0.636 -0.916 -0.167
Cl -1.077 2.944 1.220
Cl -2.720 0.378 1.607
Cl -0.339 0.957 3.193
H 0.820 0.311 0.623
H -1.281 -0.725 -0.861

Force components x, y, z for each atom (eV/Å):
C -4.052 -0.115 0.625
C -0.974 -0.468 -2.999
N -1.682 -3.024 -0.195
O 2.038 2.772 0.035
O -0.893 0.486 -1.116
O 1.431 -0.054 0.571
Cl -0.637 -0.671 0.738
Cl 1.560 1.233 0.050
Cl 0.613 -0.224 0.996
H 3.071 -0.150 1.796
H -0.476 0.215 -0.502



C3H6N4 as an isolated structure in a non-equilibrium geometry. Source: the Open Molecules 2025 dataset; level of theory: wB97M-V/def2-TZVPD.

Energy relative to the best compared isomer or geometry (same formula, charge and spin) in eV: 5.264
Kohn-Sham gap in eV: 9.576
DFT total energy in eV: -9163.59217

CARTESIAN COORDINATES (ANGSTROEM)
C -1.704 -1.651 0.739
C -0.610 2.320 -1.362
C -0.848 -0.654 0.823
N -0.980 0.455 1.619
N 0.357 2.067 2.538
N 0.104 2.400 -0.429
N -0.154 1.260 1.968
H -1.478 -2.424 -0.031
H -2.657 -1.597 1.172
H -1.160 2.404 -2.214
H 2.742 0.174 -0.553
H 0.212 -0.867 0.289
H 2.304 0.798 -0.336

Force components x, y, z for each atom (eV/Å):
C 0.428 -0.532 -1.877
C 3.883 0.594 4.936
C 4.367 -0.946 -1.281
N -2.119 -0.761 -0.283
N 1.212 1.015 0.180
N -2.501 -0.418 -3.426
N -0.021 -0.262 0.775
H -0.298 0.505 1.052
H -1.193 -0.134 0.651
H -1.383 -0.071 -1.868
H -0.841 1.211 0.436
H -2.393 1.015 1.139
H 0.858 -1.217 -0.435



A 4-piece molecular cluster, CH10N2O3 overall in a non-equilibrium geometry. Source: the Open Molecules 2025 dataset; level of theory: wB97M-V/def2-TZVPD.

Energy relative to the best compared isomer or geometry (same formula, charge and spin) in eV: 0.602
Kohn-Sham gap in eV: 10.530
SMILES: [H]/N=C/N.O.O.O
DFT total energy in eV: -10321.97519

CARTESIAN COORDINATES (ANGSTROEM)
H 2.270 -1.143 -1.703
N 1.476 -0.519 -1.762
C 1.441 0.131 -0.660
N 0.942 1.404 -0.521
H 2.150 -0.071 0.153
H 0.533 1.594 0.358
H 0.295 1.563 -1.290
O -1.547 -1.355 1.445
H -0.684 -1.492 1.044
H -2.042 -1.515 0.626
O -1.446 -0.922 -1.496
H -0.529 -0.934 -1.823
H -1.836 -0.215 -2.023
O -0.183 1.236 2.236
H -0.079 1.758 3.036
H -0.759 0.479 2.380

Force components x, y, z for each atom (eV/Å):
H -0.320 -0.708 -0.094
N -0.365 0.384 0.274
C 2.341 1.289 0.025
N -0.914 -1.292 -1.720
H -0.372 -0.443 0.201
H -0.425 0.294 1.293
H 0.033 0.469 0.122
O 0.060 -0.234 -0.572
H 0.563 0.051 0.376
H -0.480 0.343 0.268
O 0.080 0.203 -0.327
H 0.110 -0.161 0.123
H -0.219 -0.129 0.131
O 0.429 0.341 -0.374
H -0.243 -0.323 0.087
H -0.277 -0.087 0.188



C6H8IN2O7PtS4Sb as an isolated structure. Source: the Open Molecules 2025 dataset; level of theory: wB97M-V/def2-TZVPD.

Energy relative to the best compared isomer or geometry (same formula, charge and spin) in eV: 0.042
Kohn-Sham gap (alpha / beta) in eV: 6.814 / 5.867
2S+1: 2
DFT total energy in eV: -84895.37915
Total charge: -1

CARTESIAN COORDINATES (ANGSTROEM)
Pt 0.712 0.893 0.120
S 3.627 -1.657 2.506
Sb 3.274 0.571 2.560
S 0.666 0.842 2.392
S 2.957 1.292 0.219
O -1.320 2.816 -1.956
S 0.112 2.793 -1.704
O 0.876 3.785 -2.390
O 0.663 1.372 -1.911
O 0.334 2.881 -0.150
N -2.364 2.321 0.763
C -2.347 1.275 -0.075
O -1.473 0.401 -0.063
C -3.474 1.165 -1.059
I -5.029 -0.052 -0.236
H -1.487 2.516 1.228
H -2.863 3.138 0.451
H -3.114 0.671 -1.952
H -3.910 2.127 -1.298
O 0.041 -1.501 2.190
C 0.615 -1.880 1.172
C 0.953 -3.325 0.886
C 1.831 -3.248 -0.355
C 1.698 -1.812 -0.832
O 2.114 -1.364 -1.865
N 1.003 -1.089 0.143
H 0.019 -3.865 0.720
H 1.446 -3.738 1.762
H 1.556 -3.928 -1.158
H 2.883 -3.400 -0.110

Force components x, y, z for each atom (eV/Å):
Pt -0.038 -0.165 0.120
S -0.008 0.014 0.002
Sb 0.002 0.002 -0.006
S 0.057 -0.014 -0.042
S 0.034 -0.024 0.065
O 0.081 0.106 -0.087
S -0.101 -0.135 0.128
O 0.011 0.010 0.019
O -0.121 0.091 0.002
O -0.043 -0.027 -0.148
N 0.019 -0.053 -0.005
C 0.062 0.253 -0.165
O 0.121 -0.025 0.003
C -0.085 -0.087 0.074
I -0.012 0.001 -0.013
H -0.010 0.008 0.016
H -0.033 -0.015 0.027
H 0.006 -0.002 0.002
H 0.005 0.004 -0.004
O 0.028 0.029 -0.010
C -0.028 -0.015 0.025
C 0.016 -0.001 0.005
C -0.002 0.000 -0.004
C 0.010 -0.003 -0.011
O -0.008 0.001 0.001
N 0.050 0.046 0.018
H -0.006 0.003 -0.005
H -0.005 -0.004 -0.005
H -0.002 -0.002 -0.003
H -0.001 0.004 0.001



C32H30BeBr2N4O2S as an isolated structure in a non-equilibrium geometry. Source: the Open Molecules 2025 dataset; level of theory: wB97M-V/def2-TZVPD.

Kohn-Sham gap in eV: 7.166
DFT total energy in eV: -195039.29147
Total charge: +2

CARTESIAN COORDINATES (ANGSTROEM)
Be 0.284 0.193 -0.027
Br -5.972 0.125 1.253
C -4.146 0.097 0.794
C -3.691 -0.674 -0.278
C -2.342 -0.669 -0.569
N -1.457 0.023 0.141
C -1.879 0.758 1.180
C -3.219 0.836 1.528
C -0.798 1.436 1.891
C -0.983 2.141 3.067
C 0.120 2.742 3.673
Br -0.089 3.671 5.297
C 1.360 2.635 3.043
C 1.456 1.902 1.875
N 0.411 1.293 1.317
H -4.381 -1.251 -0.870
H -1.947 -1.241 -1.395
H -3.553 1.454 2.343
H -1.956 2.224 3.522
H 2.226 3.117 3.465
H 2.401 1.806 1.361
C 2.732 -3.100 -3.113
C 1.940 -2.342 -4.177
N 2.717 -1.316 -4.835
C 3.762 -1.732 -5.769
C 5.160 -1.519 -5.202
C 2.519 0.008 -4.718
O 3.164 0.848 -5.311
C 1.431 0.525 -3.798
C 0.528 1.458 -4.308
C -0.351 2.086 -3.440
C -0.305 1.767 -2.098
N 0.552 0.870 -1.596
C 1.419 0.289 -2.431
H 2.104 -3.859 -2.654
H 3.098 -2.431 -2.338
H 3.586 -3.603 -3.553
H 1.056 -1.882 -3.729
H 1.598 -3.060 -4.929
H 3.661 -1.126 -6.674
H 3.596 -2.778 -6.025
H 5.318 -0.461 -5.012
H 5.901 -1.851 -5.924
H 5.307 -2.073 -4.277
H 0.539 1.692 -5.362
H -1.062 2.814 -3.797
H -0.971 2.229 -1.387
H 2.121 -0.391 -1.977
O 1.003 -1.199 0.113
S 0.230 -2.531 0.118
C 1.446 -3.832 0.341
C 2.588 -3.694 1.107
C 3.433 -4.783 1.244
C 3.131 -5.986 0.625
C 1.984 -6.113 -0.144
C 1.136 -5.028 -0.293
C -0.494 -2.528 1.765
C -1.710 -3.167 1.948
C -2.315 -3.126 3.193
C -1.709 -2.439 4.236
C -0.492 -1.802 4.040
C 0.123 -1.847 2.800
H 2.822 -2.752 1.576
H 4.325 -4.692 1.844
H 3.794 -6.831 0.737
H 1.748 -7.048 -0.626
H 0.240 -5.106 -0.889
H -2.170 -3.701 1.132
H -3.255 -3.632 3.350
H -2.182 -2.409 5.205
H -0.013 -1.283 4.856
H 1.075 -1.364 2.640

Force components x, y, z for each atom (eV/Å):
Be -0.226 0.382 -0.411
Br 0.492 0.014 -0.131
C 0.132 -0.063 -0.048
C -0.160 0.183 0.239
C -0.254 -0.047 -0.158
N 0.199 0.276 0.272
C -0.830 -0.294 -0.027
C -0.101 -0.150 -0.156
C 0.245 0.448 0.688
C 0.212 0.056 -0.003
C 0.004 -0.060 -0.138
Br 0.111 -0.233 -0.466
C -0.234 0.096 0.250
C 0.153 0.092 0.064
N -0.326 -0.085 -0.080
H -0.046 -0.086 -0.102
H -0.032 -0.050 -0.147
H -0.013 0.043 0.115
H -0.086 -0.003 0.033
H 0.136 -0.004 -0.022
H 0.116 -0.050 -0.004
C -0.197 0.117 -0.207
C -0.077 -0.307 0.289
N -0.027 -0.022 -0.127
C 0.436 0.179 -0.111
C -0.131 -0.021 -0.087
C -0.272 0.023 0.300
O 0.075 0.215 -0.237
C 0.027 0.347 0.202
C 0.151 -0.216 0.269
C 0.040 -0.035 0.069
C -0.153 0.182 -0.151
N -0.024 -0.091 0.095
C 0.205 -0.198 -0.505
H -0.061 -0.102 0.061
H 0.084 0.090 0.147
H 0.148 -0.065 -0.047
H 0.014 -0.118 -0.139
H -0.083 0.141 -0.007
H -0.067 -0.157 0.044
H -0.089 0.020 0.029
H 0.064 0.038 0.028
H 0.100 -0.027 -0.045
H 0.027 -0.069 0.080
H 0.017 0.028 -0.084
H -0.040 0.070 0.007
H -0.152 0.098 0.039
H 0.074 -0.171 0.026
O 0.688 -0.047 -0.100
S 0.233 -0.925 1.155
C -0.287 0.166 -0.467
C 0.073 0.148 0.073
C -0.071 0.179 0.026
C -0.083 -0.083 -0.091
C 0.005 0.037 0.086
C -0.114 0.113 -0.005
C -0.254 0.048 -0.239
C 0.073 -0.022 -0.120
C 0.023 0.013 0.087
C -0.081 -0.054 -0.057
C 0.048 -0.016 -0.032
C 0.189 0.073 -0.062
H 0.077 0.141 0.102
H 0.110 0.022 0.045
H 0.066 -0.061 0.025
H -0.012 -0.085 -0.053
H -0.110 -0.067 -0.133
H -0.142 -0.086 -0.138
H -0.087 -0.039 0.009
H -0.044 0.001 0.095
H 0.044 0.040 0.076
H 0.079 0.092 0.015



One molecule with the formula C5H7NS in a non-equilibrium geometry. Source: the Open Molecules 2025 dataset; level of theory: wB97M-V/def2-TZVPD.

Energy relative to the best compared isomer or geometry (same formula, charge and spin) in eV: 5.561
Kohn-Sham gap (alpha / beta) in eV: 7.871 / 7.872
DFT total energy in eV: -17618.08499

CARTESIAN COORDINATES (ANGSTROEM)
C 0.474 -1.903 -0.004
C -1.667 -0.759 -0.537
C 1.258 0.660 -0.029
C -2.808 -0.296 0.199
C 2.315 1.707 -0.069
N -0.644 -1.339 -0.287
S 1.848 -0.819 0.032
H 0.626 -2.888 0.062
H -2.757 0.851 0.150
H -3.735 -0.716 -0.012
H -2.693 -0.384 1.241
H 2.100 2.775 0.180
H 3.279 1.431 0.244
H 2.406 1.681 -1.170

Force components x, y, z for each atom (eV/Å):
C -0.669 4.237 -0.701
C 1.940 -1.746 -1.067
C -0.676 1.442 0.766
C 1.269 3.601 0.992
C -0.941 0.607 -1.681
N -1.894 -0.172 0.463
S 1.135 -0.928 0.398
H 0.345 -3.589 0.074
H -0.703 -1.471 -0.610
H -1.532 -0.413 -1.186
H 0.441 -0.724 1.722
H -0.328 -1.117 0.081
H 1.416 -0.319 0.866
H 0.194 0.593 -0.115



Q: Which of these has the lowest DFT total energy?
A: C32H30BeBr2N4O2S



Q: The lowest DFT total energy belongs to which entry?
A: C32H30BeBr2N4O2S



Q: The lowest DFT total energy belongs to which entry?
A: C32H30BeBr2N4O2S



Q: What is the DFT total energy in the second record?
A: -9163.59217 eV